No. 1
Here is a structure of composition C25H47BF5NO19Si2 from the OMol25 dataset. Energies are from ωB97M-V/def2-TZVPD.

Output
LUMO energy	0.0081	hartree
electronic energy	-97103.821	eV
HOMO	-9.9	eV
Kohn-Sham gap	10.073	eV

Atoms and positions in Å:
C  3.12  -6.63  2.97
C  2.64  -5.38  3.72
O  1.37  -4.91  3.25
B  0.28  -5.32  3.94
O  0.27  -6.57  4.55
Si  -1.39  -4.21  4.14
C  -0.92  -2.42  4.61
O  0.41  -2.09  4.13
C  0.43  -1.02  3.28
C  0.29  -1.36  1.83
O  0.56  0.12  3.70
O  -2.27  -4.09  2.71
Si  -2.74  -5.49  1.96
C  -4.12  -5.01  0.76
C  -3.94  -3.59  0.35
N  -3.44  -3.26  -0.77
C  -3.37  -6.86  3.08
C  -4.82  -6.68  3.51
O  -5.14  -5.35  3.90
C  -4.98  -5.09  5.21
C  -5.36  -3.69  5.55
O  -4.56  -5.89  6.02
C  -1.33  -6.29  0.90
F  -0.57  -7.15  1.64
F  -1.97  -7.07  -0.03
C  -0.38  -5.36  0.10
F  -0.91  -5.06  -1.10
F  0.80  -6.00  -0.10
F  -0.14  -4.23  0.78
H  3.32  -7.41  3.68
H  3.98  -6.43  2.36
H  2.30  -6.99  2.36
H  3.34  -4.58  3.54
H  2.61  -5.55  4.79
H  0.30  -7.25  3.88
H  -2.17  -4.73  5.28
H  -1.63  -1.72  4.18
H  -0.92  -2.28  5.68
H  1.10  -2.02  1.56
H  0.31  -0.44  1.26
H  -0.65  -1.86  1.69
H  -5.08  -5.07  1.25
H  -4.13  -5.64  -0.12
H  -4.28  -2.84  1.06
H  -3.41  -2.25  -0.85
H  -2.73  -7.09  3.92
H  -3.37  -7.75  2.45
H  -5.43  -6.89  2.64
H  -5.10  -7.40  4.27
H  -5.29  -3.54  6.62
H  -4.62  -3.04  5.09
H  -6.32  -3.41  5.13
C  -0.24  4.23  -1.74
O  -0.38  3.56  -0.48
C  0.50  3.93  0.45
O  1.37  4.74  0.30
O  0.24  3.24  1.55
C  1.12  3.51  2.64
H  -1.02  3.83  -2.38
H  -0.38  5.30  -1.62
H  0.73  4.02  -2.17
H  1.07  4.55  2.94
H  2.15  3.24  2.38
H  0.80  2.88  3.47
C  -6.39  3.61  -2.52
O  -6.08  3.10  -1.22
C  -4.79  2.84  -1.03
O  -3.91  3.01  -1.83
O  -4.64  2.38  0.21
C  -3.29  2.06  0.55
H  -7.46  3.77  -2.54
H  -5.88  4.55  -2.69
H  -6.12  2.89  -3.29
H  -2.66  2.94  0.49
H  -2.90  1.28  -0.10
H  -3.30  1.70  1.57
C  3.31  7.54  -0.45
O  3.82  7.70  -1.78
C  4.43  6.62  -2.26
O  4.60  5.58  -1.69
O  4.84  6.90  -3.50
C  5.53  5.83  -4.15
H  2.84  8.49  -0.19
H  2.57  6.74  -0.40
H  4.12  7.34  0.25
H  4.88  4.96  -4.25
H  6.43  5.57  -3.60
H  5.80  6.18  -5.14
C  5.16  8.14  -8.04
O  6.19  7.15  -8.10
C  6.53  6.79  -9.34
O  6.06  7.23  -10.35
O  7.48  5.87  -9.25
C  7.95  5.39  -10.52
H  4.98  8.34  -6.99
H  5.49  9.06  -8.52
H  4.25  7.78  -8.50
H  8.38  6.20  -11.10
H  7.14  4.92  -11.07
H  8.71  4.65  -10.30

No. 2
Here is a structure of composition C25H47Br2NO3Si2Tm from the OMol25 dataset. Energies are from ωB97M-V/def2-TZVPD.

Output
LUMO energy (alpha / beta)	-0.1038 / -0.1036	hartree
2S+1	3
charge	+1
energy relative to the best compared isomer or geometry (same formula, charge and spin)	120.6	kJ/mol
electronic energy	-219685.255	eV
HOMO (alpha / beta)	-9.9 / -9.9	eV
Kohn-Sham gap (alpha / beta)	7.083 / 7.090	eV
<S²>	2.002

Atoms and positions in Å:
O  -0.40  -1.02  -2.19
O  0.75  0.76  -3.54
C  0.25  -2.28  -2.52
C  -0.50  -3.45  -1.91
H  1.26  -2.21  -2.12
H  0.31  -2.37  -3.61
H  -0.64  -3.33  -0.83
H  0.09  -4.36  -2.07
H  -1.47  -3.60  -2.40
C  -1.70  -0.86  -2.83
C  -1.76  -1.08  -4.32
H  -2.03  0.15  -2.56
H  -2.37  -1.57  -2.32
H  -1.07  -0.44  -4.88
H  -2.77  -0.84  -4.66
H  -1.56  -2.13  -4.59
C  0.27  2.18  -3.28
C  2.12  0.55  -4.11
C  -0.66  2.57  -4.39
H  1.17  2.78  -3.25
H  -0.23  2.15  -2.31
H  -0.17  2.56  -5.37
H  -1.00  3.59  -4.21
H  -1.56  1.93  -4.42
C  2.08  0.79  -5.59
H  2.38  -0.48  -3.85
H  2.77  1.25  -3.59
H  1.31  0.21  -6.11
H  3.05  0.48  -6.00
H  1.96  1.86  -5.84
H  0.47  0.10  -2.76
Tm  -0.07  0.01  1.48
C  1.65  0.15  -0.26
Si  3.39  0.52  0.31
H  1.63  -0.82  -0.78
H  1.38  0.89  -1.02
C  4.62  -0.55  -0.64
C  3.76  0.24  2.12
C  3.82  2.30  -0.10
C  -1.87  -1.32  1.06
Si  -3.26  -0.10  1.00
H  -2.01  -2.07  1.86
H  -1.84  -1.89  0.12
C  -4.60  -0.66  -0.20
C  -2.58  1.58  0.44
C  -4.14  0.15  2.64
H  3.25  2.64  -0.98
H  4.89  2.42  -0.32
H  3.57  2.97  0.73
H  4.41  -1.62  -0.50
H  5.64  -0.36  -0.30
H  4.57  -0.34  -1.72
H  3.19  -0.59  2.56
H  3.56  1.15  2.71
H  4.83  0.01  2.24
H  -3.03  1.77  -0.55
H  -1.48  1.70  0.32
H  -2.95  2.35  1.13
H  -5.03  0.77  2.50
H  -3.49  0.63  3.39
H  -4.46  -0.83  3.03
H  -5.55  -0.16  0.03
H  -4.76  -1.74  -0.09
H  -4.34  -0.45  -1.24
Br  1.95  -3.76  4.26
C  1.03  -2.28  4.96
C  0.76  -2.13  6.33
C  0.10  -1.01  6.82
Br  -0.26  -0.93  8.69
C  -0.32  0.05  5.97
C  -1.05  1.20  6.37
C  -1.42  2.12  5.43
C  -1.11  1.94  4.08
N  -0.44  0.84  3.65
C  -0.03  -0.08  4.59
C  0.60  -1.28  4.06
O  0.73  -1.42  2.76
H  1.07  -2.92  7.00
H  -1.30  1.31  7.43
H  -1.98  3.02  5.71
H  -1.37  2.67  3.31

No. 3
Here is a structure of composition C25H47ClINNdO3Si2 from the OMol25 dataset. Energies are from ωB97M-V/def2-TZVPD.

Output
LUMO energy (alpha / beta)	-0.0995 / -0.0992	hartree
2S+1	4
charge	+1
electronic energy	-85967.661	eV
HOMO (alpha / beta)	-9.6 / -9.6	eV
Kohn-Sham gap (alpha / beta)	6.868 / 6.881	eV
<S²>	3.759

Atoms and positions in Å:
O  -1.25  -2.43  -3.38
O  -2.33  -0.60  -4.55
C  0.05  -3.04  -3.14
C  0.42  -3.44  -1.74
H  0.77  -2.30  -3.49
H  0.10  -3.85  -3.86
H  0.55  -2.60  -1.07
H  1.40  -3.90  -1.74
H  -0.30  -4.13  -1.35
C  -2.20  -2.40  -2.27
C  -3.25  -3.46  -2.39
H  -2.65  -1.39  -2.27
H  -1.63  -2.48  -1.32
H  -3.80  -3.35  -3.35
H  -3.93  -3.40  -1.53
H  -2.82  -4.47  -2.38
C  -3.35  0.52  -4.54
C  -1.98  -1.29  -5.79
C  -4.46  0.00  -3.69
H  -3.59  0.56  -5.60
H  -2.90  1.47  -4.18
H  -4.81  -0.99  -4.04
H  -5.32  0.66  -3.77
H  -4.15  -0.06  -2.62
C  -3.21  -2.04  -6.11
H  -1.13  -1.94  -5.57
H  -1.71  -0.52  -6.52
H  -3.58  -2.61  -5.24
H  -3.01  -2.74  -6.91
H  -3.98  -1.33  -6.44
H  -1.62  -0.71  -3.90
Nd  0.43  1.46  -0.73
C  0.06  1.05  -2.84
Si  0.54  1.50  -4.59
H  -1.10  1.13  -2.65
H  0.21  -0.11  -2.69
C  1.41  0.18  -5.58
C  1.81  2.85  -4.22
C  -0.72  2.31  -5.71
C  2.54  0.34  -1.39
Si  3.49  1.41  -0.21
H  2.89  0.38  -2.44
H  2.56  -0.73  -1.09
C  4.33  2.74  -1.22
C  4.72  0.43  0.80
C  2.34  2.28  1.05
H  -0.18  2.93  -6.45
H  -1.37  2.99  -5.15
H  -1.34  1.62  -6.29
H  2.26  -0.25  -5.02
H  1.83  0.66  -6.47
H  0.78  -0.64  -5.92
H  2.44  2.64  -3.35
H  1.31  3.81  -4.07
H  2.47  2.95  -5.09
H  5.38  -0.15  0.15
H  4.21  -0.28  1.47
H  5.34  1.10  1.41
H  1.92  1.58  1.79
H  1.52  2.96  0.68
H  3.01  2.95  1.60
H  5.20  3.13  -0.67
H  3.65  3.57  -1.44
H  4.68  2.31  -2.17
Cl  -2.35  -1.30  5.41
C  -1.49  -1.08  3.95
C  -0.24  -1.68  3.80
C  0.52  -1.52  2.64
I  2.39  -2.40  2.41
C  0.02  -0.66  1.63
O  0.70  -0.44  0.55
C  -1.27  0.01  1.79
N  -1.66  0.86  0.80
C  -2.92  1.33  0.82
C  -3.78  1.06  1.89
C  -3.34  0.31  2.96
C  -2.07  -0.27  2.94
H  0.15  -2.28  4.60
H  -3.20  1.91  -0.06
H  -4.78  1.46  1.82
H  -3.99  0.14  3.80

Q: What is the electronic energy in the second record?
A: -219685.255 eV

Q: electronic energy of number 2 (C25H47Br2NO3Si2Tm)?
A: -219685.255 eV